# 1
Density functional theory data (ωB97M-V/def2-TZVPD) for a cluster of 9 separate species, C20H59NO17 in total in a non-equilibrium geometry.

XYZ file:
```
97
Properties=species:S:1:pos:R:3:mulliken_charge:R:1
O -3.54915 6.13046 19.64691 -0.53
O -12.80179 10.70345 27.31638 -0.51
O 4.56470 8.00357 22.89011 -0.52
O -4.15128 9.97223 26.37130 -0.32
O -14.45771 10.07734 29.63628 -0.50
O -5.93250 4.64853 19.63931 -0.54
O 2.06935 5.76014 22.71986 -0.51
O -14.72442 4.99281 23.34370 -0.54
O -1.02001 15.66651 19.93108 -0.49
O -5.68218 18.30406 28.33467 -0.54
O -11.82975 5.37685 23.06287 -0.50
O -13.52940 13.10520 23.15721 -0.54
O -6.03446 13.75659 18.38810 -0.53
O -8.71007 12.56188 16.91211 -0.52
O -12.90192 15.98555 22.40750 -0.54
O -1.37023 13.20522 20.94152 -0.46
O -4.15212 16.23751 27.27144 -0.50
N -6.95777 11.82641 24.91193 -0.66
C -12.78822 11.42960 28.51997 -0.44
C -7.39485 13.45429 18.73802 -0.38
C 2.43544 6.86986 21.90059 -0.47
C -7.11040 9.52925 25.57349 -1.42
C -4.05089 5.60102 20.92577 -0.26
C -2.77523 9.73700 26.17847 -0.68
C -11.95798 15.06841 22.89114 -0.33
C -1.08116 14.08359 21.87364 -0.19
C -12.32420 13.58048 22.56665 -0.31
C -3.58841 17.56725 27.38646 -0.39
C -7.93257 12.19110 18.06567 -0.31
C -0.32859 15.19578 21.09950 -0.61
C 3.10249 8.01484 22.79415 -0.30
C -12.63286 6.08728 24.08277 -0.45
C -13.15060 10.50087 29.84257 -0.34
C -5.60566 5.45503 20.76538 -0.34
C -4.80190 18.51291 27.30199 -0.37
C -4.82426 10.57755 25.22328 -0.71
C -13.86092 5.23404 24.41645 -0.28
C -6.26711 10.81844 25.60820 0.65
H -3.75696 6.36702 21.64338 0.24
H -3.09285 17.79162 28.33101 0.25
H -2.87444 17.73503 26.58012 0.31
H -11.90708 15.34854 23.94329 0.28
H -15.53197 4.56515 23.63792 0.31
H -1.98917 14.50080 22.30904 0.25
H -0.56644 15.30384 19.16664 0.33
H 3.07826 6.49484 21.10420 0.35
H -7.88560 14.41409 18.57665 0.27
H -8.42713 11.46709 18.71321 0.34
H -0.38598 15.95317 21.88127 0.30
H -7.07721 11.57638 17.78535 0.29
H -5.76373 3.72494 19.83956 0.31
H -11.45888 12.97474 22.83575 0.32
H -12.06352 6.53785 24.89575 0.38
H -6.26822 11.15547 26.64478 0.16
H -13.52164 12.22058 28.67662 0.30
H -6.43274 18.89328 28.22933 0.31
H 2.84663 8.99841 22.40016 0.26
H -6.47908 8.77278 26.03964 0.34
H -14.56203 5.73467 25.08422 0.26
H -6.52864 12.73075 25.04651 0.22
H -13.28588 11.17910 30.68507 0.29
H -7.93424 11.91181 25.15547 0.23
H -3.52073 4.66521 21.10267 0.25
H 2.70142 7.96657 23.80653 0.26
H -7.95500 9.50068 26.26192 0.36
H -2.32316 9.11446 26.95059 0.26
H -6.17583 5.20498 21.66007 0.34
H 1.94976 5.02705 22.11166 0.30
H -14.29947 13.48787 22.73040 0.30
H -5.42983 13.41307 19.04991 0.30
H -4.44463 19.54253 27.32018 0.32
H -12.47034 5.34610 22.34852 0.31
H -12.49611 9.63361 29.92976 0.27
H -4.67521 10.06792 24.27135 0.38
H -11.80725 11.89914 28.59308 0.31
H -14.50171 9.70776 28.75136 0.30
H -0.67327 13.29235 20.28710 0.31
H -2.25436 10.68274 26.02884 0.27
H -12.98953 7.01669 23.63882 0.24
H -2.70361 9.08311 25.30934 0.28
H -13.30681 11.17190 26.64771 0.31
H -7.19252 13.30658 19.79885 0.24
H -13.69206 15.99143 22.95270 0.30
H -7.44396 9.14314 24.61029 0.35
H -8.82447 11.78004 16.36693 0.29
H -12.51743 13.44287 21.50278 0.25
H -0.52941 13.57015 22.66106 0.21
H -13.78964 4.21411 24.79428 0.27
H -4.82052 16.14139 27.95377 0.31
H -5.93424 6.43145 20.40940 0.22
H 0.70442 14.91844 20.88948 0.36
H -3.81898 5.55068 18.93091 0.32
H -5.43809 18.38578 26.42610 0.30
H -11.04281 15.37360 22.38376 0.28
H -4.46661 11.59150 25.04412 0.31
H 4.76638 7.06524 22.86791 0.30
H 1.55533 7.21195 21.35610 0.32
```

Properties
SMILES: COC[C@H](C)N.OCCO.OCCO.OCCO.OCCO.OCCO.OCCO.OCCO.OCCO
LUMO level, eV: 0.238



# 2
Density functional theory data (ωB97M-V/def2-TZVPD) for a cluster of 6 separate species, C20H60BrN5O5 in total in a non-equilibrium geometry.

XYZ file:
```
91
Properties=species:S:1:pos:R:3:mulliken_charge:R:1
Br 0.80289 0.42747 0.52528 -0.76
O 3.72367 -1.96031 -3.75092 -0.41
O 0.48279 2.96681 -3.89364 -0.24
O -3.85779 -0.10064 2.39814 -0.14
O -3.63531 0.16724 -0.83214 -0.25
O 0.01984 -3.12785 3.33129 -0.35
N 0.94948 3.72851 -1.16541 -0.02
N -2.47306 1.99649 1.35111 0.24
N 0.64114 -3.62945 6.21976 -0.24
N 3.29422 -2.29638 -0.90921 -0.13
N -1.39137 -1.44203 -1.45469 0.20
C -5.01627 0.04436 -0.46096 -0.79
C 3.35808 3.90404 -1.66418 -1.46
C 0.02331 4.12226 -4.62381 -0.76
C 1.79789 3.15395 -3.41186 -0.40
C -2.95290 2.05318 2.78895 0.09
C 3.85661 -0.87727 -2.84265 -0.56
C -3.42840 -0.23076 -2.18419 -1.19
C 4.39454 -1.43855 -1.56064 0.24
C -3.10445 0.64106 3.31527 -0.65
C 0.33572 -3.24228 1.95505 -0.58
C -1.70674 -0.84152 -3.86595 -1.47
C -1.92950 -0.40435 -2.41528 0.66
C -3.81056 -1.50327 2.53311 -0.72
C 1.94994 4.09592 -2.23210 0.15
C 0.85015 -1.15938 6.46065 -1.44
C 3.27617 -1.55895 -5.03801 -0.60
C 0.83475 -2.29562 4.12881 -0.58
C -4.30277 2.78555 2.76240 -1.30
C 5.69123 -2.20341 -1.60077 -1.44
C 0.31540 -2.29189 5.56632 0.14
H -4.99519 2.31614 2.06112 0.29
H 0.83983 4.52587 -0.52597 0.45
H 1.63546 -3.86029 6.30224 0.37
H -4.58556 -1.88437 1.87543 0.28
H 4.52340 -0.15208 -3.31806 0.59
H 1.12290 2.88644 -0.58860 0.05
H 6.53977 -1.55976 -1.82219 0.40
H 3.64452 -3.10425 -0.38599 0.40
H -0.57437 -3.23834 1.34998 0.18
H 1.85583 -2.69515 4.08559 0.39
H -2.84328 -1.95698 2.28314 0.13
H 0.36481 -1.30313 7.42810 0.46
H 0.92279 -2.41042 1.53975 0.08
H -2.27162 2.71566 3.31600 0.40
H 0.44832 -0.21864 6.08824 0.37
H -3.81503 0.55600 -2.83752 0.52
H 3.93330 -0.83391 -5.52487 0.33
H 5.68287 -3.03122 -2.31098 0.36
H 3.28688 -2.43009 -5.68730 0.28
H 2.67844 -2.66033 -1.64197 0.37
H 2.26239 -1.15851 -4.94687 0.13
H -3.14709 1.65220 0.64648 0.13
H 4.11133 4.27084 -2.36777 0.43
H -2.10878 0.17636 3.38756 0.29
H -0.76403 -2.15613 5.56440 0.26
H -3.58980 0.69164 4.29358 0.47
H 1.93172 -1.11574 6.54964 0.39
H 4.52233 -0.61389 -0.85567 0.22
H -4.77908 2.90702 3.73318 0.40
H 5.89109 -2.65195 -0.62384 0.43
H -2.26029 -1.74263 -4.14751 0.47
H 3.55382 4.48892 -0.76642 0.44
H 3.62585 2.84920 -1.58281 0.25
H 0.27567 -3.59816 7.18020 0.40
H -3.97399 -1.15679 -2.39442 0.46
H 1.85008 5.15958 -2.44110 0.31
H -2.33642 2.94938 1.00406 0.45
H -3.96055 -1.79947 3.57776 0.37
H 0.83643 -4.20300 1.84489 0.42
H -4.21406 3.81913 2.40928 0.41
H -0.86820 -1.07147 -0.62871 -0.14
H 0.85043 -1.27229 3.74024 0.36
H -1.45745 0.56204 -2.26406 -0.05
H 0.15320 -4.42689 5.79720 0.35
H 0.40872 4.09549 -5.64428 0.33
H -2.18723 -1.98687 -1.10488 0.43
H -1.99864 -0.03414 -4.52673 0.48
H -5.65173 0.73777 -1.01633 0.33
H -1.04638 3.97296 -4.80482 0.26
H -5.09660 0.21511 0.60985 0.14
H 2.05750 2.15667 -3.04099 -0.05
H -1.61951 1.42804 1.23504 -0.03
H -0.84299 -2.12506 -1.97925 0.38
H 0.15006 5.05041 -4.07237 0.32
H 2.72417 -1.76590 -0.23560 0.04
H -5.39869 -0.96232 -0.65163 0.42
H -0.67832 -1.13553 -4.08921 0.23
H 2.85300 -0.43648 -2.73144 0.24
H 0.01058 3.71175 -1.58120 0.35
H 2.52866 3.37464 -4.19133 0.50
```

Properties
Total charge: +4
LUMO level, eV: -9.457



# 3
Density functional theory data (ωB97M-V/def2-TZVPD) for a structure of composition C20H60Cl2CuO20 in a non-equilibrium geometry.

XYZ file:
```
103
Properties=species:S:1:pos:R:3:mulliken_charge:R:1
Cu -1.66319 0.16569 -2.84428 0.22
Cl -2.32690 1.41452 -4.56263 -0.46
Cl -0.84801 -1.42078 -1.42139 -0.23
O -0.11063 4.37672 -1.77288 -0.48
O -2.10164 -0.26853 4.12322 -0.63
O 1.39519 -2.67238 -3.74896 -0.54
O 2.02751 1.64876 2.62651 -0.36
O -0.79012 2.34149 3.58093 -0.46
O -0.40191 -4.61507 0.58561 -0.56
O -3.28277 4.27036 2.81622 -0.42
O -3.11387 -1.24220 -3.38119 -0.40
O 4.65957 -1.78419 -1.94670 -0.49
O 1.82377 2.29304 -0.82939 -0.33
O -1.48588 0.12720 1.33419 0.32
O -0.69761 1.59964 -1.77959 0.74
O 5.10559 -3.60071 0.16897 -0.63
O 0.33570 -4.87102 -2.10262 -0.41
O 4.30601 2.01982 0.83471 -0.43
O -3.67752 0.29087 -0.98321 -0.59
O 1.57200 -0.19834 0.81163 0.12
O 0.22053 -0.22855 -4.18939 -0.20
O 2.36719 -3.76466 1.50731 -0.58
O -5.72845 5.54731 3.14793 -0.53
C 2.29605 3.36860 -0.04547 -0.36
C -1.49751 -1.28205 3.32084 -0.49
C 1.63334 -0.38440 -4.13853 -0.54
C -1.38467 2.55198 -0.98289 0.02
C 2.12921 -1.48642 0.54073 0.75
C -1.89623 -1.13368 1.86905 0.29
C 1.97981 -2.42312 1.76086 -0.63
C 4.40641 -4.04288 -1.01169 0.23
C -3.48514 5.21286 3.84674 -0.22
C 4.83367 -3.17721 -2.21531 -0.57
C -0.97884 -5.06901 -1.72677 -0.08
C -4.92343 5.12684 4.26619 -0.44
C 0.49614 2.53151 4.25571 -0.68
C -1.47752 3.83624 -1.67409 -0.58
C 1.52569 1.52354 3.97520 -0.35
C 3.85473 3.18912 0.14488 -0.71
C -0.94818 -5.58194 -0.33312 -0.45
C -4.34844 -1.04593 -2.72349 -0.68
C -4.17534 -1.02624 -1.22218 -0.04
C 1.97071 -1.76751 -4.63782 -0.41
H 0.25680 1.74385 -1.72147 0.04
H -1.88462 -6.06837 -0.01083 0.31
H -2.36976 2.19301 -0.75919 0.38
H -0.72643 -0.05792 0.73912 -0.29
H -0.50112 -3.72407 0.24709 0.18
H 4.24428 3.18153 -0.89883 0.39
H 0.67633 -2.26077 -3.22975 0.22
H 1.47260 -2.00538 -5.62606 0.22
H -2.63960 3.61343 3.09180 0.23
H -5.50147 4.90474 2.44795 0.32
H -1.42486 -1.97646 1.31576 -0.25
H -3.08793 0.11573 -0.19014 0.13
H 0.86921 3.48129 3.92617 0.36
H -5.19622 5.68840 5.20409 0.32
H 3.37813 -3.80322 -0.86344 -0.23
H -4.70295 -0.06961 -3.00823 0.34
H 1.13233 0.51042 4.13825 0.08
H 5.86311 -3.34632 -2.46375 0.35
H -0.43737 -1.21095 3.45062 0.04
H 0.41229 -4.43881 -2.91699 0.29
H 4.44283 -5.11421 -1.19151 0.38
H 2.08915 0.42248 -4.67924 0.56
H 0.30745 2.59559 5.30134 0.50
H -1.62960 -5.64390 -2.38956 0.41
H -5.04475 -1.79797 -3.15273 0.39
H -0.04867 0.02900 -5.05322 0.25
H 1.94969 0.83630 2.15407 0.31
H 2.38660 2.27287 -1.60808 0.13
H -0.04962 5.17874 -2.35887 0.29
H -3.11084 -1.04231 -4.30898 0.33
H 4.40121 -3.58655 0.82878 0.36
H 4.22256 -3.45370 -3.01705 0.29
H -2.93895 -1.25681 1.73582 0.39
H -1.83953 -2.22108 3.67624 0.50
H -3.30257 6.17787 3.42242 0.22
H -2.14750 4.39065 -0.96972 0.30
H -1.93896 0.55815 3.67210 0.30
H -0.88354 2.61536 -0.00522 -0.24
H -3.54481 -1.86542 -0.93380 0.04
H 2.34824 1.79531 4.65745 0.38
H -0.55440 2.21531 2.64539 0.17
H -5.17410 4.08344 4.48861 0.24
H 2.51233 -1.97666 2.64085 0.17
H 5.30458 -1.47765 -1.23597 0.30
H -5.13481 -1.10565 -0.63807 0.40
H 2.16120 4.29383 -0.61011 0.37
H 1.72160 3.34506 0.90486 0.10
H 1.83595 -0.22617 -3.06215 -0.03
H 0.90740 -2.39227 2.08154 0.12
H 1.66901 -4.33418 1.11144 0.34
H 3.91077 2.11959 1.71663 0.35
H 1.89647 0.48269 0.16696 -0.01
H -1.48635 -4.12453 -1.63175 -0.16
H -1.82351 3.71026 -2.71955 0.28
H -0.18308 -6.38790 -0.31329 0.29
H 3.19030 -1.37682 0.31551 0.32
H -2.75844 4.98223 4.66093 0.30
H 1.61580 -1.83198 -0.38294 -0.50
H 4.28283 4.11583 0.71108 0.30
H 3.01031 -1.82464 -4.74623 0.43
```

Properties
2S+1: 2
LUMO level (alpha / beta), eV: 0.211 / -1.408
Expectation value of S²: 0.7523